(1)
ORCA calculation (ωB97M-V/def2-TZVPD) on a structure of composition C16H35AlF5N3O2PSSi2Te.

```
67
Properties=species:S:1:pos:R:3:forces:R:3:nbo_charge:R:1
Al 0.209252 -1.050166 0.267398 0.2607 -0.1700 0.0315 1.479
F -3.462579 2.183483 4.716889 0.0353 -0.0239 -0.0193 -0.240
C -2.461090 1.515299 4.193391 0.0214 -0.0135 -0.0022 0.310
C -2.199874 1.614144 2.829884 0.0237 -0.0186 0.0267 0.325
F -2.949807 2.367609 2.041471 0.0133 -0.0087 0.0162 -0.268
C -1.138348 0.901338 2.316647 0.0342 0.0208 -0.1050 0.262
F -0.873813 0.994784 0.964255 -0.0135 -0.0130 0.0970 -0.334
C -0.326571 0.077189 3.075634 -0.0679 0.0004 0.0384 -0.298
S 0.992984 -0.875066 2.361841 -0.0003 0.0528 0.0615 -0.316
C -0.606676 -0.006076 4.434205 -0.0223 0.0133 -0.0094 0.351
F 0.137969 -0.777313 5.209878 -0.0151 0.0078 -0.0042 -0.264
C -1.660455 0.707728 4.994803 0.0035 0.0085 -0.0397 0.307
F -1.905258 0.614668 6.282223 0.0012 0.0008 -0.0201 -0.241
C -5.417774 0.460181 -0.261823 0.0504 -0.0387 0.0316 -1.128
Si -4.990631 -0.777442 -1.586860 -0.0541 0.0126 -0.0556 1.632
C -5.482390 -0.235361 -3.293613 0.0175 -0.0266 0.0514 -1.119
C -5.637232 -2.476905 -1.164501 0.0258 0.0175 0.0282 -1.137
C -3.061183 -0.867785 -1.611686 0.0394 0.0172 0.0155 -1.075
Te -2.329593 -1.758776 0.187748 -0.0539 0.0415 -0.0144 0.734
C -2.249266 -3.789784 -0.446858 0.0769 0.0093 0.0336 -1.100
Si -1.923000 -5.057182 0.963508 -0.2234 -0.0035 -0.0843 1.636
C -0.095112 -4.916656 1.372608 0.1029 -0.0966 0.0118 -1.129
C -2.974805 -4.586943 2.425423 0.0869 -0.0052 0.0071 -1.132
C -2.345503 -6.721146 0.263713 0.0910 0.0404 0.0385 -1.121
H -6.495186 0.478676 -0.091190 -0.0305 0.0023 -0.0171 0.275
H -5.116465 1.470824 -0.541765 0.0168 0.0218 -0.0094 0.253
H -4.953650 0.220894 0.699914 -0.0161 -0.0058 -0.0019 0.229
H -6.568711 -0.158528 -3.362821 -0.0342 0.0023 0.0078 0.274
H -5.159085 -0.949074 -4.052894 0.0046 -0.0111 -0.0119 0.253
H -5.072399 0.743734 -3.544869 0.0155 0.0185 0.0007 0.252
H -6.727854 -2.440545 -1.128046 -0.0269 0.0062 -0.0063 0.281
H -5.316071 -2.833821 -0.180791 0.0006 0.0099 0.0054 0.228
H -5.372789 -3.223635 -1.915505 0.0193 -0.0118 -0.0199 0.249
H -2.638737 0.137858 -1.655837 0.0095 0.0168 0.0005 0.249
H -2.654874 -1.459429 -2.431985 -0.0001 -0.0088 -0.0216 0.249
H -1.535043 -3.882295 -1.266431 -0.0133 0.0403 -0.0365 0.234
H -3.245334 -3.932194 -0.871003 -0.0229 -0.0465 0.0313 0.277
H 0.168852 -3.954740 1.827051 -0.1062 -0.0417 0.1418 0.210
H 0.525117 -5.096737 0.487983 -0.0869 -0.1374 0.0180 0.218
H 0.190259 -5.686729 2.090734 -0.0262 0.0096 0.0728 0.287
H -2.798637 -3.570124 2.785971 0.0099 -0.0020 -0.0009 0.233
H -2.759813 -5.257725 3.259673 -0.0130 -0.0249 0.0141 0.276
H -4.038623 -4.687720 2.202001 -0.0079 0.0124 -0.0270 0.265
H -1.760220 -6.959373 -0.625518 0.0107 0.0010 -0.0246 0.255
H -3.402023 -6.784555 0.000189 -0.0230 0.0210 -0.0012 0.265
H -2.147277 -7.499611 1.002291 -0.0009 -0.0286 0.0246 0.273
N 1.247599 -2.671262 -0.304524 0.1452 0.2071 -0.0550 -1.152
H 0.854246 -3.172530 -1.101667 0.0335 0.0238 0.0242 0.431
H 1.287739 -3.357344 0.456203 -0.0113 0.0569 -0.1234 0.455
H 2.213819 -2.442714 -0.552860 -0.0522 0.0108 -0.0013 0.437
N 3.218243 1.391977 1.528770 0.0685 0.0130 0.0723 -0.704
C 2.665314 2.033191 0.292219 0.0363 -0.0337 0.0094 -0.610
P 2.454988 0.737774 -1.000813 -0.0424 0.0516 0.2052 2.164
O 3.634521 -0.160366 -0.974242 0.0517 -0.0196 0.0073 -1.112
O 1.070205 0.118740 -0.790886 -0.2752 0.0862 -0.3170 -1.215
C 2.456302 1.575437 -2.647331 -0.0206 0.0312 -0.0088 -0.612
N 3.740830 1.200960 -3.345501 0.0870 0.0111 -0.0384 -0.683
H 3.447295 2.093918 2.240563 -0.0089 -0.0499 -0.0475 0.460
H 4.074610 0.867409 1.311508 -0.0540 0.0047 0.0131 0.461
H 2.530742 0.712885 1.942908 0.0466 0.0071 -0.0477 0.458
H 3.384504 2.784627 -0.036057 -0.0425 -0.0012 -0.0361 0.266
H 1.724663 2.523402 0.539799 -0.0067 -0.0030 0.0008 0.274
H 2.386957 2.660686 -2.584382 -0.0329 -0.0204 0.0038 0.277
H 1.616125 1.219467 -3.241426 0.0052 -0.0176 0.0418 0.283
H 4.212092 0.460822 -2.788862 -0.0324 0.0125 -0.0432 0.482
H 4.384402 1.993854 -3.427864 -0.0268 -0.0572 -0.0033 0.460
H 3.577543 0.851743 -4.295047 0.0194 0.0188 0.0705 0.464
```
Forces are in eV/Å.

Computed properties:
LUMO energy (Eh): -0.3022
Relative energy (zero: lowest compared OMol25 entry of this formula, charge and spin) (kcal/mol): 2.8
Orbital gap (hartree): 0.3110
Charge: +3



(2)
ORCA calculation (ωB97M-V/def2-TZVPD) on a structure of composition C16H35B3CaCl2I2N3O17SV at a distorted geometry.

```
81
Properties=species:S:1:pos:R:3:forces:R:3:lowdin_charge:R:1
C 3.285552 -0.781274 2.425399 0.5476 0.6883 -1.0997 -0.265
C 2.126232 -0.040879 1.704719 0.6885 -0.6475 1.5542 -0.767
I 3.142363 1.663056 0.756950 -0.4595 -0.2010 0.0803 1.001
C 1.079532 0.392825 2.751133 -0.1347 0.1392 -1.1337 -0.564
I 0.387622 -1.440182 3.709949 0.0641 0.2763 -0.1303 1.064
B -0.215176 1.169031 2.204540 -0.1434 0.7923 1.1243 -0.665
O -0.266042 1.958902 1.055583 -0.3555 -1.5381 0.0419 0.185
B -1.534104 2.010260 0.449584 -0.0353 1.3931 -0.8130 -0.366
O -2.716069 1.768079 1.099278 0.9165 -1.1685 -0.0774 0.292
B -2.474371 0.838782 2.106208 -0.7408 0.2906 1.0926 -0.521
C -3.287750 -0.464796 2.317760 0.2816 0.7148 0.7152 -0.074
C -3.261958 -1.135737 3.552376 -0.4371 -0.4465 -0.9969 -0.066
C -4.003141 -2.305444 3.583840 0.5213 0.4329 0.8166 -0.055
C -4.687589 -2.714780 2.456333 -1.0183 -1.4978 -0.1415 -0.133
N -4.780309 -2.101404 1.276965 0.9253 0.4772 1.1607 0.108
C -4.054616 -0.983551 1.287979 -0.2794 0.7408 -1.5355 -0.110
O -1.382549 1.095852 2.950050 0.3464 -0.7391 -0.8153 0.230
H 4.157055 -0.755169 1.760850 -0.0494 -0.1911 0.1187 0.034
H 3.071677 -1.832344 2.600448 -0.1867 0.1622 0.3827 0.044
H 3.569789 -0.214856 3.320562 -0.2057 -0.5422 0.0402 0.038
H 1.714821 -0.705738 0.942271 -0.1345 0.4518 -0.2053 0.045
H 1.588646 0.946160 3.543920 -0.1168 -0.0264 -0.0164 0.086
H -1.586015 2.330135 -0.694636 0.1168 0.0530 0.0100 0.129
H -2.685268 -0.774191 4.392330 -0.0302 0.0016 0.0069 0.097
H -4.048512 -2.899495 4.487873 -0.1014 -0.0645 -0.1051 0.112
H -5.226814 -3.659159 2.527513 -0.0121 0.1282 -0.0338 0.115
H -4.072726 -0.410837 0.359152 -0.0572 -0.1082 0.0687 0.115
O -6.312744 1.994348 5.016296 -0.4177 -0.4199 0.6847 0.045
C -6.040112 0.835237 4.726635 2.7213 2.4867 -4.3135 -0.279
C -6.848437 -0.201419 6.013901 -3.0182 -2.6539 4.6451 -0.279
O -6.575044 -1.368416 5.749387 0.5827 0.3993 -0.8120 0.030
H -4.989083 0.493926 4.780518 -0.1408 -0.2432 1.1615 0.104
H -6.441224 0.398694 3.792328 -0.9756 -0.3153 0.5462 0.132
H -7.907044 0.115415 5.974920 0.1204 0.3225 -1.3426 0.128
H -6.479420 0.225626 6.965174 1.1631 0.3973 -0.5963 0.125
O -0.730558 4.232589 -2.934358 -0.2239 0.0977 0.0066 -0.250
S 0.389176 4.892270 -2.352019 0.5285 -0.1609 -0.0860 0.568
O 0.294415 6.235551 -1.878867 -0.1427 0.0934 0.0154 -0.258
O 1.655912 4.752311 -3.305283 0.1101 -0.0784 0.0347 -0.314
C 1.548336 5.147612 -4.703017 -0.3666 0.5594 -0.9554 -0.234
C 1.636952 6.651163 -4.873325 -0.0273 0.0879 0.4426 -0.068
C 1.048118 3.867622 -1.087769 0.1004 0.1579 0.1364 -0.183
H 0.628809 4.744848 -5.142124 -0.0274 -0.3115 0.0545 0.079
H 2.382933 4.674322 -5.219187 0.0204 -0.2375 0.2766 0.122
H 0.762646 7.146742 -4.451608 -0.0195 -0.0050 -0.0446 0.075
H 1.695108 6.905380 -5.930917 0.0051 -0.1057 -0.0201 0.085
H 2.514790 7.052660 -4.360660 0.0379 0.0134 -0.0861 0.076
H 1.163720 2.878460 -1.516642 -0.0120 -0.0239 0.0770 0.024
H 0.352577 3.839254 -0.258698 -0.0599 0.0440 -0.0059 0.054
H 2.004650 4.263803 -0.756701 0.0103 0.0266 -0.0886 0.052
N 1.594100 0.246677 -2.202299 -0.0872 0.0840 -0.0653 0.303
H 1.756788 0.543342 -1.226102 0.1081 0.0026 -0.1819 0.009
H 0.583846 0.144521 -2.354674 -0.1398 -0.0088 -0.0254 0.082
H 1.967361 0.956065 -2.839132 -0.0568 0.0079 -0.0342 0.154
H 2.055374 -0.648330 -2.377228 -0.0399 -0.0406 0.0608 0.134
O 4.486082 4.242200 -2.669429 -0.0363 -0.0567 -0.0322 -0.067
H 3.633596 4.408261 -3.096507 -0.0755 0.0465 0.1789 -0.003
H 5.096873 4.831659 -3.121144 0.0416 -0.0265 0.0036 0.037
O 4.886965 -0.512300 5.294953 2.1668 1.1406 -0.4549 -0.530
V 6.384278 0.141368 4.994667 -3.4639 -2.1141 0.7987 0.844
O 7.994551 0.868856 4.665595 1.6218 2.4371 -0.5828 -0.983
Ca 8.706317 2.779979 4.250487 -0.3076 -1.4166 0.2184 1.425
C -0.731561 -2.452410 -2.152873 -0.0796 -0.2131 -0.0779 -0.940
Cl 0.515395 -2.826993 -0.950323 0.1454 0.0720 -0.0308 0.545
Cl -1.618813 -0.988963 -1.681935 0.0738 0.1780 -0.1245 0.593
H -0.257834 -2.291792 -3.115360 -0.0209 0.0029 -0.0013 0.040
H -1.425756 -3.282639 -2.221389 0.0283 -0.0189 0.1224 0.049
C 1.974464 -6.427023 -0.430552 0.2354 0.2139 0.0956 0.032
N 1.066573 -7.094899 -1.392362 -0.0703 0.1697 -0.1282 -0.444
O 0.137772 -6.433777 -1.810843 -0.1537 -0.0282 0.1080 0.055
O 1.320319 -8.235685 -1.690168 -0.0826 -0.1489 0.0914 0.091
H 1.608828 -5.418711 -0.282535 -0.0133 0.0108 0.0084 0.039
H 1.959834 -6.986697 0.500171 0.0379 -0.1083 -0.0695 0.096
H 2.969869 -6.421813 -0.865917 -0.0019 -0.1202 0.0001 0.103
C 1.265883 -7.028795 -5.393389 0.5591 0.2147 -0.3274 -0.856
O 2.244423 -7.629247 -4.875135 -0.0450 0.1352 0.0556 -0.105
O 0.059080 -7.256933 -4.698244 0.4218 -0.2166 0.0722 -0.026
O 1.215775 -6.283936 -6.374665 -0.2014 0.1039 0.0419 -0.059
H 0.458402 -7.845120 -4.037285 -0.6825 -0.0524 0.2113 0.040
O -0.642523 3.108326 -5.981554 0.4272 0.0124 0.2920 -0.436
H -0.861019 3.063564 -5.041745 -0.1873 0.0354 -0.0625 -0.167
```
Forces are in eV/Å.

Computed properties:
LUMO energy (Eh): -0.1755
Orbital gap (hartree): 0.0213



(3)
ORCA calculation (ωB97M-V/def2-TZVPD) on a structure of composition C16H35B3N2O17P4S at a distorted geometry.

```
78
Properties=species:S:1:pos:R:3:forces:R:3:lowdin_charge:R:1
N -4.003488 1.107691 -2.788450 -0.1440 0.3858 -0.4080 -0.128
P -4.823125 2.368973 -3.216548 1.0327 -1.5930 0.3277 0.564
O -6.400176 2.059158 -3.341592 0.3975 0.8899 0.1678 -0.134
O -4.642844 3.503452 -2.086194 -0.8827 0.1952 -0.4129 -0.145
B -4.054950 3.059040 -4.842948 -1.7252 1.4284 -1.0227 -0.523
O -3.673750 2.298103 -5.927372 0.9110 -0.4095 1.1319 0.302
B -2.310101 2.537496 -6.140816 -0.4745 -0.3061 -1.5228 -0.641
N -1.472228 1.370519 -6.474191 -1.0529 0.3611 0.2817 0.258
C -0.964082 0.950244 -5.467616 1.7024 0.3340 -0.2960 -0.712
S 0.001734 0.677751 -4.264050 -0.3125 -0.5607 0.2907 0.830
O -1.765780 3.786843 -5.988760 0.1162 -0.7116 1.0236 0.339
B -2.377891 4.456307 -4.917580 -0.1779 1.0835 -0.5541 -0.465
C -1.648401 5.134566 -3.736761 0.0292 0.0378 -0.4353 -0.077
C -2.233026 6.283596 -3.197414 -0.4086 0.0708 0.0227 -0.034
C -1.692179 6.946660 -2.110460 0.1081 -0.4570 -0.2866 -0.064
C -0.529567 6.429987 -1.542123 -0.5937 0.6171 -0.0009 -0.067
C 0.060689 5.302448 -2.078922 0.7173 -0.5800 0.4077 -0.067
C -0.474190 4.634552 -3.169196 -0.3437 0.5150 -0.0980 -0.018
O -3.790265 4.415256 -4.923292 0.8594 -0.5915 0.9108 0.267
H -3.305295 0.941316 -3.508591 -0.0152 -0.5527 0.1461 -0.033
H -6.860332 2.912590 -3.324207 -0.4045 -0.2100 0.0339 0.081
H -4.485726 3.025226 -1.258406 0.1697 0.1141 0.0676 0.080
H -3.157453 6.649162 -3.631991 0.0286 -0.0133 0.0101 0.119
H -2.201576 7.819421 -1.724799 0.1753 0.0345 0.1233 0.105
H -0.133765 6.939903 -0.672643 0.2682 -0.2181 -0.0193 0.107
H 0.953704 4.904889 -1.608894 -0.0257 0.0216 -0.0129 0.113
H -0.011685 3.742072 -3.572831 0.1083 0.0391 0.0656 0.099
C 1.351751 0.375138 3.387847 0.4708 -0.0064 0.4946 -0.095
O 0.598474 0.054938 2.213766 -1.6473 -1.4032 -2.4946 -0.279
P 0.596047 1.187729 1.030570 2.6879 5.2309 2.8759 0.545
O 2.002682 1.645052 0.971334 -0.3062 -0.5150 -0.3830 -0.256
O -0.371320 2.216027 1.865860 -0.4421 -0.5218 -0.3048 -0.256
C -1.546094 1.717918 2.522193 0.1335 0.1858 0.0609 -0.116
O 0.058519 1.761207 -0.431137 -0.5938 -3.3072 0.1587 -0.237
C -1.181026 1.241476 -0.965351 -0.1318 0.1938 0.1344 -0.134
H 0.970502 -0.246747 4.197582 -0.1959 -0.1154 -0.1927 0.076
H 2.402415 0.141420 3.229208 -0.0019 0.1386 -0.1225 0.089
H 1.242148 1.423269 3.663142 0.0086 0.0340 -0.1697 0.090
H -1.379090 1.707663 3.599471 -0.0353 -0.0702 0.0091 0.088
H -1.805873 0.711236 2.197383 -0.0254 -0.0117 0.0778 0.083
H -2.374649 2.388649 2.295422 0.0458 0.0482 -0.0120 0.084
H -2.026979 1.531653 -0.338621 0.0311 -0.0133 -0.0090 0.073
H -1.137645 0.154780 -1.045180 -0.1227 0.0126 -0.1113 0.085
H -1.319899 1.661080 -1.955049 0.0303 0.0821 0.0469 0.021
C 1.277934 -4.359310 4.904456 0.1131 0.1400 -0.5328 -0.102
O 0.399459 -4.465914 6.028421 -2.4605 -0.9490 2.1131 -0.292
P 0.109099 -3.063355 6.847280 5.2115 3.9909 -2.5314 0.589
O -0.066613 -2.073740 5.762774 -0.6453 -0.2999 0.2617 -0.246
O 1.634881 -3.069652 7.468592 -0.2865 -0.4330 0.5330 -0.265
C 2.168321 -4.264496 8.054161 0.1184 0.2185 -0.1429 -0.122
O -0.411751 -2.146347 8.137872 -2.0442 -2.8477 -0.1506 -0.219
C -0.739465 -2.820658 9.368886 0.2003 0.0720 0.1444 -0.105
H 1.667972 -5.358157 4.712686 -0.1359 -0.0495 0.1640 0.095
H 0.726016 -4.019072 4.031354 0.0095 0.1169 0.0572 0.091
H 2.107235 -3.683555 5.108438 -0.0878 0.0661 0.0549 0.089
H 2.919065 -4.688406 7.386403 -0.0125 -0.0806 0.0200 0.086
H 1.399388 -5.013731 8.239470 0.0625 -0.0591 -0.0101 0.082
H 2.640874 -4.000504 8.999652 0.0142 0.0573 -0.0224 0.087
H 0.154616 -3.268276 9.810403 -0.0209 0.0160 -0.0124 0.078
H -1.493309 -3.590638 9.203102 -0.0391 0.0358 0.0921 0.085
H -1.140085 -2.082851 10.058641 0.0247 0.0775 -0.0914 0.088
C 4.822131 -5.697389 -3.190726 0.0726 -0.4915 0.0650 -0.111
O 4.622949 -4.337714 -2.804000 0.2623 3.0868 0.9207 -0.285
P 3.099258 -3.951478 -2.313601 -3.6557 -5.1566 -1.5272 0.561
O 2.709321 -5.094376 -1.462813 0.3440 0.5422 0.1676 -0.246
O 2.475052 -4.044475 -3.829000 0.4290 0.6533 0.0426 -0.254
C 3.156354 -3.421579 -4.925997 -0.1654 -0.1812 0.0070 -0.119
O 1.957939 -2.843106 -1.840866 3.0901 1.3060 0.3630 -0.211
C 2.178231 -1.455536 -2.170139 -0.0919 0.0204 -0.1935 -0.107
H 5.707579 -5.719896 -3.825515 -0.0051 0.2035 0.0410 0.092
H 4.998799 -6.311826 -2.310845 -0.1452 0.0086 0.0208 0.089
H 3.970799 -6.083295 -3.749733 -0.0634 0.0440 0.0864 0.089
H 3.613554 -4.191057 -5.549194 0.0559 0.0382 -0.0195 0.085
H 3.931195 -2.731370 -4.593857 0.0365 -0.0167 -0.0665 0.082
H 2.423424 -2.873300 -5.516967 -0.0406 -0.0379 0.0203 0.086
H 2.142897 -1.312438 -3.253571 -0.0135 0.0022 0.0308 0.053
H 3.138000 -1.113331 -1.783714 -0.0733 0.1243 0.0476 0.094
H 1.387673 -0.866605 -1.711671 -0.0261 -0.1039 0.0470 0.066
```
Forces are in eV/Å.

Computed properties:
LUMO energy (Eh): -0.0450
Relative energy (zero: lowest compared OMol25 entry of this formula, charge and spin) (kcal/mol): 0.0
Orbital gap (hartree): 0.3079